# 1
ORCA calculation (ωB97M-V/def2-TZVPD) on 2 unconnected molecules or ions with the total composition C9H14O.

Each line ends with the Mulliken charge.
Geometry (Å):
1 C -0.839 -0.264 2.806  -1.4896
2 C -0.071 0.086 1.565  0.3543
3 C 0.867 -0.761 1.022  -0.1527
4 C 1.717 -0.364 -0.025  -0.8255
5 C 1.437 0.820 -0.662  0.7390
6 O 2.212 1.334 -1.679  -0.5596
7 C 0.342 1.597 -0.271  -0.5767
8 C -0.291 1.305 0.907  -0.2876
9 H -0.741 -1.335 3.008  0.3720
10 H -1.901 -0.104 2.650  0.3355
11 H -0.484 0.288 3.669  0.3569
12 H 0.914 -1.789 1.376  0.2834
13 H 2.608 -0.921 -0.297  0.3275
14 H 2.510 0.621 -2.249  0.3146
15 H 0.118 2.479 -0.852  0.4293
16 H -1.034 1.968 1.342  0.3352
17 C -2.515 -1.272 -0.776  -0.4023
18 C -1.754 -1.508 -2.081  -0.8425
19 H -2.606 -2.174 -0.174  0.2791
20 H -1.856 -0.673 -0.148  -0.1268
21 H -3.491 -0.820 -0.892  0.3470
22 H -1.698 -0.572 -2.641  0.2427
23 H -2.203 -2.259 -2.742  0.3222
24 H -0.724 -1.784 -1.845  0.2246

Atoms 1-3, force components in eV/Å:
-0.10 -0.72 -0.42
0.13 0.44 -0.21
0.45 -0.67 -0.24

As for the molecular weight: 138.2 g/mol. The value obtained for the frontier orbital gap is 9.444 eV. The energy relative to the best compared isomer or geometry (same formula, charge and spin) comes out at 8.1 kcal per mole. The value obtained for the HOMO energy is -8.6 eV. As for the total charge: 0. The value obtained for the LUMO energy is 0.9 eV.

=====

# 2
ORCA calculation (ωB97M-V/def2-TZVPD) on 2 unconnected molecules or ions with the total composition C9H14O.

Each line ends with the Mulliken charge.
Geometry (Å):
1 C -1.157 2.999 1.379  -1.2959
2 C -1.114 1.690 0.693  0.8750
3 C 0.012 1.048 0.553  -0.3457
4 C 0.063 -0.104 -0.331  -0.5810
5 C -1.068 -0.832 -0.582  0.3283
6 O -0.864 -2.054 -1.125  -0.5742
7 C -2.298 -0.165 -0.461  -0.5186
8 C -2.249 1.137 0.014  -0.7018
9 H -2.054 3.234 1.949  0.3370
10 H -1.051 4.114 0.865  0.2159
11 H -0.317 2.946 2.049  0.3378
12 H 1.030 1.299 0.912  0.3360
13 H 1.000 -0.378 -0.690  0.2771
14 H -0.518 -2.235 -1.965  0.3259
15 H -3.290 -0.410 -0.790  0.4026
16 H -3.133 1.656 0.135  0.4284
17 C 3.698 -2.164 -0.495  -1.0178
18 C 3.237 -1.000 0.412  -0.6408
19 H 4.319 -1.912 -1.278  0.3687
20 H 3.985 -2.901 0.246  0.3002
21 H 2.820 -2.515 -0.982  0.2869
22 H 2.550 -1.311 1.089  0.4100
23 H 4.152 -0.448 0.766  0.3394
24 H 2.675 -0.354 -0.404  0.1064

Atoms 1-3, force components in eV/Å:
0.01 3.42 0.19
-3.81 1.84 -1.40
4.50 -3.48 -2.51

As for the molecular weight: 138.2 g/mol. The value obtained for the frontier orbital gap is 9.336 eV. The energy relative to the best compared isomer or geometry (same formula, charge and spin) comes out at 66.9 kcal per mole. The value obtained for the HOMO energy is -8.6 eV. As for the total charge: 0. The value obtained for the LUMO energy is 0.8 eV.

=====

# 3
ORCA calculation (ωB97M-V/def2-TZVPD) on 2 unconnected molecules or ions with the total composition C9H14O.

Each line ends with the Mulliken charge.
Geometry (Å):
1 C -2.486 0.199 0.687  -1.3572
2 C -1.312 -0.028 -0.195  0.4751
3 C -0.719 -1.322 -0.232  -0.4920
4 C 0.502 -1.450 -0.826  -0.3567
5 C 0.910 -0.523 -1.819  0.7009
6 O 2.049 -0.965 -2.444  -0.5272
7 C 0.214 0.641 -1.997  -0.6715
8 C -0.886 0.886 -1.142  -0.4726
9 H -2.589 1.288 0.888  0.3731
10 H -2.283 0.119 1.749  0.3111
11 H -3.296 -0.288 0.133  0.3653
12 H -1.008 -2.235 0.357  0.2329
13 H 1.215 -2.232 -0.605  0.4081
14 H 2.463 -0.241 -2.931  0.3020
15 H 0.457 1.487 -2.614  0.3193
16 H -1.490 1.772 -1.214  0.3780
17 C 0.706 0.883 2.385  -0.4573
18 C 0.742 1.068 3.910  -1.0573
19 H 1.741 0.581 1.996  0.2600
20 H 0.193 0.025 1.979  0.0730
21 H 0.428 1.864 1.979  0.2840
22 H -0.207 1.189 4.410  0.3181
23 H 1.376 1.901 4.224  0.3011
24 H 1.225 0.194 4.382  0.2899

Atoms 1-3, force components in eV/Å:
0.41 2.11 -0.10
0.17 -1.54 -0.85
0.65 -0.22 1.66

As for the molecular weight: 138.2 g/mol. The value obtained for the frontier orbital gap is 9.174 eV. The energy relative to the best compared isomer or geometry (same formula, charge and spin) comes out at 35.9 kcal per mole. The value obtained for the HOMO energy is -8.3 eV. As for the total charge: 0. The value obtained for the LUMO energy is 0.9 eV.

=====

# 4
ORCA calculation (ωB97M-V/def2-TZVPD) on 2 unconnected molecules or ions with the total composition C9H14O.

Each line ends with the Mulliken charge.
Geometry (Å):
1 C 0.298 1.948 1.681  -1.5519
2 C 0.732 1.434 0.316  0.5928
3 C 1.443 0.217 0.347  -0.4818
4 C 1.775 -0.368 -0.858  -0.4610
5 C 1.424 0.258 -2.056  0.7680
6 O 1.932 -0.340 -3.183  -0.5314
7 C 0.705 1.426 -2.077  -0.5476
8 C 0.402 2.054 -0.866  -0.7089
9 H 1.116 2.510 2.144  0.3677
10 H 0.007 1.170 2.385  0.3214
11 H -0.618 2.537 1.620  0.3943
12 H 1.718 -0.282 1.270  0.4323
13 H 2.204 -1.350 -0.960  0.3791
14 H 1.845 0.281 -3.924  0.2915
15 H 0.367 1.841 -3.024  0.2987
16 H 0.011 3.048 -0.784  0.4295
17 C -1.543 -1.586 1.446  -0.6300
18 C -2.309 -2.533 0.519  -0.9466
19 H -1.856 -1.706 2.486  0.3616
20 H -0.464 -1.712 1.390  0.1898
21 H -1.689 -0.532 1.188  0.1844
22 H -2.206 -2.226 -0.521  0.2835
23 H -3.356 -2.540 0.833  0.2876
24 H -1.938 -3.550 0.628  0.2770

Atoms 1-3, force components in eV/Å:
-0.07 0.49 -0.20
0.14 -0.92 1.97
-0.32 0.13 -1.23

As for the molecular weight: 138.2 g/mol. The value obtained for the frontier orbital gap is 9.247 eV. The energy relative to the best compared isomer or geometry (same formula, charge and spin) comes out at 8.9 kcal per mole. The value obtained for the HOMO energy is -8.4 eV. As for the total charge: 0. The value obtained for the LUMO energy is 0.9 eV.

=====

> What is the formula in the third record?

C9H14O

=====

> What is the formula in the second record?

C9H14O